C3H9N2O2 | ωB97M-V/def2-TZVPD

The geometry in ORCA input format:
```
! RIJCOSX wB97M-V def2-TZVPD def2/J DEFGRID3
* xyz 1 1
C 0.7122 1.1639 -1.2056
C 0.7384 -0.8060 1.8030
C -0.4062 0.3219 -0.8483
N -0.3009 -0.4337 0.2553
N -1.6038 0.3600 -1.4430
O -1.4597 -1.1936 0.6416
O 0.1917 -1.8799 2.3496
H 1.7307 0.8490 -0.9622
H 0.9478 1.2233 -2.2933
H 0.4015 2.1328 -0.8449
H 1.7639 -0.8801 1.5522
H 0.2665 0.1851 2.1552
H -0.9860 -2.1387 0.7550
H -1.5799 0.8399 -2.3052
H -2.3443 -0.1350 -1.0442
H -0.6806 -1.7751 2.6727
*
```

Results
- E (eV) = -10322.37242
- frontier orbital gap (eV) = 11.015
- F_max (Eh/bohr) = 0.0971

These are the natural (NBO) partial charges, in e, on atoms 1 to 2: number 1, C, carries -0.713; number 2, C, carries 0.219